This record from the OMol25 dataset describes 2 unconnected molecules or ions with the total composition C4H14N2O at a distorted geometry. The level of theory is ωB97M-V/def2-TZVPD.

The geometry in ORCA input format:
```
! RIJCOSX wB97M-V def2-TZVPD def2/J DEFGRID3
* xyz 0 1
C 0.0944 -0.3316 2.1702
O 0.2177 -1.4200 2.8584
C 1.4447 0.3871 1.8848
N 1.3552 1.3279 0.7078
H -0.3913 -0.4663 1.1491
H -0.5371 0.4762 2.7229
H 1.7173 0.9634 2.7813
H 2.1520 -0.4120 1.6781
H 0.7488 2.1089 0.9562
H 2.2892 1.7051 0.5926
C -1.8750 -0.5315 -2.4264
C -1.1110 -0.4167 -1.0913
N 0.4118 -0.3094 -1.1991
H -2.9409 -0.6003 -2.2090
H -1.7148 0.3754 -2.9796
H -1.4761 -1.4141 -3.0216
H -1.4647 0.4978 -0.5166
H -1.3637 -1.3201 -0.5643
H 0.9430 -1.1464 -0.9978
H 0.8173 0.4961 -0.3902
H 0.6833 0.0304 -2.1056
*
```

LUMO level = 0.049 eV
calculated total energy = -345.42037 Ha
energy relative to the best compared isomer or geometry (same formula, charge and spin) = 4.2400 eV

Charges computed using natural (NBO), reported in e: atom 1 (C): 0.02, atom 2 (O): -0.89, atom 3 (C): -0.28, atom 4 (N): -0.83, atom 5 (H): 0.03, atom 6 (H): 0.05, atom 7 (H): 0.19, atom 8 (H): 0.19, atom 9 (H): 0.38, atom 10 (H): 0.38, atom 11 (C): -0.62, atom 12 (C): -0.22, atom 13 (N): -0.77, atom 14 (H): 0.24, atom 15 (H): 0.20, atom 16 (H): 0.21, atom 17 (H): 0.22, atom 18 (H): 0.23, atom 19 (H): 0.42, atom 20 (H): 0.45, atom 21 (H): 0.40

This record from the OMol25 dataset describes 2 unconnected molecules or ions with the total composition C4H14N2O at a distorted geometry. The level of theory is ωB97M-V/def2-TZVPD.

The geometry in ORCA input format:
```
! RIJCOSX wB97M-V def2-TZVPD def2/J DEFGRID3
* xyz 0 1
N -0.8369 1.0686 -0.5903
N -3.2932 2.3127 -1.5166
C 0.0000 0.0000 0.0000
C -3.4887 3.3969 -2.4235
C -1.9503 1.4934 0.3703
C -2.6655 2.6986 -0.2312
H -0.2832 1.8606 -0.9408
H -2.6656 1.6292 -1.9591
H 0.6817 -0.5396 -0.6788
H -0.6393 -0.7366 0.5151
H 0.6033 0.5314 0.7552
H -2.5243 3.7585 -2.8182
H -4.0306 4.2505 -1.9825
H -4.0842 2.9972 -3.2615
H -1.5645 1.8101 1.3584
H -2.5245 0.5584 0.5170
H -3.3617 3.1290 0.5142
H -1.9065 3.4692 -0.4670
O -7.4663 1.6811 -1.4018
H -6.4999 1.8530 -1.4708
H -7.6480 1.6707 -0.4348
*
```

LUMO level = 0.956 eV
calculated total energy = -345.50885 Ha
energy relative to the best compared isomer or geometry (same formula, charge and spin) = 1.8321 eV
SMILES string = CNCCNC.O

Charges computed using natural (NBO), reported in e: atom 1 (N): -0.66, atom 2 (N): -0.64, atom 3 (C): -0.41, atom 4 (C): -0.41, atom 5 (C): -0.23, atom 6 (C): -0.23, atom 7 (H): 0.36, atom 8 (H): 0.38, atom 9 (H): 0.20, atom 10 (H): 0.20, atom 11 (H): 0.17, atom 12 (H): 0.16, atom 13 (H): 0.19, atom 14 (H): 0.20, atom 15 (H): 0.17, atom 16 (H): 0.20, atom 17 (H): 0.20, atom 18 (H): 0.16, atom 19 (O): -0.95, atom 20 (H): 0.48, atom 21 (H): 0.47

- The highest energy relative to the best compared isomer or geometry (same formula, charge and spin) belongs to which entry?
  number 1